{"formula": "C7H14Se", "method": "ωB97M-V with the def2-TZVPD basis set", "spin_multiplicity": 3, "orbital_gap_ev": [8.01, 7.14], "symbols": ["C", "C", "C", "C", "C", "C", "C", "Se", "H", "H", "H", "H", "H", "H", "H", "H", "H", "H", "H", "H", "H", "H"], "positions_angstrom": [[-1.0086, -2.9301, -0.3802], [-1.6743, -1.5691, -0.1771], [0.5566, 2.1291, -0.5707], [3.3854, -0.0768, 1.4675], [-0.5037, 1.6299, 0.3818], [-1.5322, 0.8284, -0.3720], [-0.9890, -0.5014, -0.4594], [3.6496, 0.8108, -0.0405], [-0.2330, -3.0256, 0.4809], [-1.7952, -3.6205, -0.4654], [-2.6412, -1.5516, 0.4283], [1.1015, 2.8864, -0.0961], [0.1189, 2.5941, -1.4385], [1.0831, 1.3442, -1.0732], [-0.6495, -3.0122, -1.5054], [4.1889, 0.0692, 2.2086], [2.5097, -0.7435, 1.6305], [-0.0260, 0.9136, 1.0684], [-1.0671, 2.3855, 0.9720], [-1.9977, 1.1640, -1.3858], [-2.3584, 0.8986, 0.2919], [-0.1177, -0.6231, -0.9655]]}



{"formula": "C7H14Si", "method": "ωB97M-V with the def2-TZVPD basis set", "e_above_lowest_kcal_mol": 35.5, "orbital_gap_ev": 9.54, "symbols": ["C", "C", "C", "C", "C", "C", "C", "Si", "H", "H", "H", "H", "H", "H", "H", "H", "H", "H", "H", "H", "H", "H"], "positions_angstrom": [[-2.1129, -0.2480, 0.2310], [-3.3013, -0.6858, -0.0777], [-1.3766, 0.8393, 0.9645], [-0.3826, -1.2973, -0.5468], [-0.2439, 1.5109, 0.1409], [2.2206, 0.3754, -1.5860], [2.0371, -0.5761, 1.3018], [0.9317, -0.0279, -0.1551], [-3.7048, -1.5326, -0.7317], [-4.0912, -0.1108, 0.3310], [-2.1483, 1.4747, 1.1936], [-1.0462, 0.3383, 1.8652], [-0.3738, -2.3628, -0.1597], [-0.8313, -1.1262, -1.5259], [-0.4656, 1.8883, -0.8818], [0.1653, 2.4101, 0.6556], [3.1569, -0.1754, -1.6339], [1.8946, 0.1054, -2.6278], [2.6454, 1.3991, -1.6066], [2.1528, -1.6746, 1.1479], [3.0687, -0.0722, 1.3414], [1.8054, -0.4520, 2.3599]]}



{"formula": "C7H15AgCl6O", "method": "ωB97M-V with the def2-TZVPD basis set", "charge": 1, "spin_multiplicity": 2, "e_above_lowest_kcal_mol": 60.9, "orbital_gap_ev": [4.51, 4.51], "symbols": ["Ag", "C", "O", "H", "H", "H", "Cl", "C", "C", "Cl", "H", "H", "H", "H", "Cl", "C", "C", "Cl", "H", "H", "H", "H", "Cl", "C", "C", "Cl", "H", "H", "H", "H"], "positions_angstrom": [[2.2645, -0.9152, 5.1968], [-0.1520, -0.5085, 0.2837], [0.4178, -0.8123, 1.4909], [-0.4009, 0.5521, 0.2486], [0.4639, -0.7769, -0.5746], [-1.1346, -0.9755, 0.2161], [3.1490, 7.7285, 2.8575], [1.8396, 6.6906, 3.2540], [1.8292, 5.2928, 2.5674], [3.0271, 4.3388, 3.2293], [0.9770, 7.3036, 2.9927], [1.7993, 6.6434, 4.3423], [1.9071, 5.3176, 1.4805], [0.8573, 4.8107, 2.6730], [-2.1830, -7.1142, 3.1543], [-3.4958, -6.0758, 2.5273], [-4.7452, -6.7952, 2.1514], [-6.0093, -5.6253, 1.7610], [-3.1484, -5.4807, 1.6827], [-3.7268, -5.3585, 3.3149], [-5.0984, -7.5997, 2.7965], [-4.4672, -7.3834, 1.2768], [0.7235, 1.7545, -7.6290], [1.3726, 0.5030, -6.4380], [2.6349, 0.9699, -5.6288], [3.7789, 1.7913, -6.6117], [1.6267, -0.4214, -6.9568], [0.5887, 0.3238, -5.7022], [3.0402, 0.1337, -5.0589], [2.2644, 1.6885, -4.8978]]}



{"formula": "C7H15AgN2O12S2", "method": "ωB97M-V with the def2-TZVPD basis set", "charge": -1, "spin_multiplicity": 2, "orbital_gap_ev": [4.03, 7.96], "symbols": ["Ag", "N", "O", "O", "O", "C", "C", "O", "S", "O", "O", "O", "H", "H", "H", "H", "C", "C", "O", "S", "O", "O", "O", "H", "H", "H", "H", "C", "C", "O", "N", "C", "H", "H", "H", "H", "H", "H", "H"], "positions_angstrom": [[-26.7182, -19.8451, -5.6158], [-26.8076, -22.1339, -7.1876], [-27.1994, -22.6389, -8.1914], [-27.0640, -22.4125, -6.0734], [-25.9952, -21.2416, -7.3465], [-25.0154, -25.0511, -7.1532], [-24.2429, -23.9201, -7.9552], [-23.0980, -24.7009, -8.4387], [-22.5374, -25.8117, -7.3515], [-21.4108, -25.2128, -6.6249], [-22.4506, -27.1043, -8.0135], [-23.9278, -25.6802, -6.4749], [-25.4288, -25.7805, -7.8497], [-25.8797, -24.7104, -6.5831], [-23.9280, -23.0257, -7.4177], [-24.7458, -23.5217, -8.8363], [-29.7509, -24.2886, -5.7996], [-30.6642, -25.1614, -6.7000], [-31.6226, -25.8290, -5.9269], [-31.2622, -25.6391, -4.3186], [-30.2160, -26.5548, -3.9015], [-32.4672, -25.4349, -3.5031], [-30.5488, -24.1701, -4.6856], [-29.6976, -23.2544, -6.1397], [-28.8179, -24.7605, -5.4917], [-29.9863, -25.9118, -7.1066], [-31.1307, -24.4754, -7.4071], [-23.7680, -21.4103, -5.1073], [-24.1522, -20.6993, -3.8714], [-25.2957, -20.1339, -3.7913], [-23.3333, -20.7364, -2.7871], [-23.7849, -20.1982, -1.5346], [-23.0345, -22.1664, -4.8271], [-23.3700, -20.7335, -5.8633], [-24.6769, -21.9231, -5.4222], [-22.3432, -20.9013, -2.8991], [-23.8493, -21.1159, -0.9500], [-24.7297, -19.6637, -1.4356], [-22.9903, -19.6856, -0.9925]]}



{"formula": "C7H15BBrF4NO2PS", "method": "ωB97M-V with the def2-TZVPD basis set", "charge": -1, "orbital_gap_ev": 6.39, "symbols": ["N", "B", "Br", "C", "C", "C", "F", "P", "S", "H", "H", "H", "H", "H", "H", "H", "H", "H", "H", "C", "C", "O", "C", "O", "C", "F", "F", "F", "H", "H", "H", "H", "H"], "positions_angstrom": [[-3.0241, 0.0965, 1.4402], [-3.3275, -1.1420, 0.5997], [-4.5642, -0.6229, -0.9503], [-1.9887, -1.8985, 0.0389], [-0.6933, -1.0684, 0.1513], [0.2608, -1.6281, 1.1757], [-0.0185, -1.1483, 2.4572], [-4.3645, -2.4456, 1.6672], [-4.6732, -4.2529, 0.8809], [-2.2997, -0.0867, 2.1281], [-3.8311, 0.3994, 1.9750], [-1.8542, -2.8218, 0.5838], [-2.1543, -2.1593, -0.9901], [-0.8649, -0.0146, 0.3304], [-0.1571, -1.1351, -0.7899], [1.2816, -1.3598, 0.9240], [0.1839, -2.7059, 1.1623], [-3.7903, -2.5497, 2.9576], [-5.6339, -1.8767, 1.9266], [4.2842, 2.8682, 0.1238], [2.7987, 2.9008, -0.1653], [2.5238, 2.5338, -1.5302], [2.5009, 1.2302, -1.7836], [2.7154, 0.3471, -1.0090], [2.1057, 0.9986, -3.2526], [2.7938, 1.8227, -4.0676], [0.7964, 1.2363, -3.4149], [2.3664, -0.2611, -3.6078], [4.8233, 3.5026, -0.5808], [4.4758, 3.2246, 1.1352], [4.6782, 1.8568, 0.0348], [2.4075, 3.9099, -0.0580], [2.2429, 2.2499, 0.5074]]}



{"formula": "C7H15BFNO3", "method": "ωB97M-V with the def2-TZVPD basis set", "orbital_gap_ev": 4.15, "symbols": ["C", "C", "B", "O", "C", "C", "C", "C", "F", "O", "C", "N", "H", "H", "H", "H", "H", "H", "H", "H", "H", "H", "H", "H", "O", "H", "H", "H"], "positions_angstrom": [[1.9283, -1.6999, 0.0376], [2.1683, -0.2321, 0.4247], [0.9331, 0.7219, 0.0633], [0.2992, 1.3738, 1.2327], [0.4592, 0.9870, -1.3238], [-0.9135, 0.4566, -1.7700], [-1.9206, 0.5976, -0.6393], [-2.0776, -0.7002, 0.1402], [-3.1943, 0.8730, -1.2045], [1.5150, 0.3144, -2.1965], [1.2767, 0.4129, -3.4499], [1.0341, 0.3230, -4.5779], [2.8504, -2.2793, 0.1154], [1.1749, -2.1546, 0.6862], [1.5767, -1.7801, -0.9904], [2.3913, -0.2007, 1.5019], [3.0662, 0.1554, -0.0655], [0.8264, 2.1420, 1.4750], [-0.8641, -0.5874, -2.0997], [-1.3091, 1.0337, -2.6128], [-1.7020, 1.4490, -0.0016], [-1.0924, -1.1677, 0.2238], [-2.6910, -1.3925, -0.4347], [-2.4901, -0.5218, 1.1353], [-0.9088, 0.3256, 3.4519], [-0.3854, -0.1314, 4.1332], [-0.3293, 0.8779, 2.8269], [-1.6320, 0.8497, 3.8387]]}



{"formula": "C7H15BeN2", "method": "ωB97M-V with the def2-TZVPD basis set", "charge": -1, "e_above_lowest_kcal_mol": 147.2, "orbital_gap_ev": [2.79, 2.81], "symbols": ["C", "Be", "N", "H", "H", "H", "H", "H", "H", "H", "H", "N", "C", "C", "C", "C", "C", "C", "H", "H", "H", "H", "H", "H", "H"], "positions_angstrom": [[2.5405, 0.4586, -2.8411], [-1.9925, 0.7254, -0.7267], [-3.3275, 0.3666, -1.6335], [2.1195, 0.0181, -3.7992], [-3.4890, -0.6363, -1.8401], [1.5449, 0.3233, -2.6004], [2.9484, 1.3773, -3.2466], [3.2362, -0.3042, -2.5274], [2.1930, 0.8818, -1.8256], [-4.1344, 0.6671, -1.0611], [-3.4600, 0.8560, -2.5296], [-1.7830, -0.5164, 0.3646], [-0.5080, -0.3611, 1.1765], [0.2182, -1.5056, 1.4710], [1.3164, -1.3797, 2.3384], [1.6543, -0.1133, 2.8448], [0.9252, 1.0099, 2.4767], [-0.1720, 0.8879, 1.5993], [-1.9678, -1.4887, 0.0755], [-2.6167, -0.2948, 0.9458], [-0.0737, -2.4766, 1.0542], [1.8922, -2.2560, 2.6183], [2.4976, -0.0084, 3.5160], [1.1957, 1.9992, 2.8698], [-0.7573, 1.7698, 1.2802]]}



{"formula": "C7H15CeNO4P", "method": "ωB97M-V with the def2-TZVPD basis set", "charge": 2, "spin_multiplicity": 2, "orbital_gap_ev": [5.15, 5.23], "symbols": ["N", "C", "C", "C", "C", "O", "P", "C", "C", "C", "O", "O", "O", "H", "H", "H", "H", "H", "H", "H", "H", "H", "H", "H", "H", "H", "H", "H", "Ce"], "positions_angstrom": [[-1.9123, 0.3638, 3.1252], [-2.6140, 0.6257, 2.1183], [-2.3050, 0.2922, 0.6705], [-1.5410, -0.9965, 0.4557], [-1.4219, -1.3890, -1.0521], [-0.0022, -1.4744, -1.3869], [0.8459, -1.5755, -0.0545], [1.9470, 0.1503, -0.4584], [1.0251, 1.3588, -0.4102], [1.7092, 2.5764, -1.0643], [1.6556, 3.6663, -0.6241], [2.3591, 2.1888, -2.1964], [-0.1596, -0.8384, 0.9406], [-1.0636, -0.1472, 2.8964], [-3.5377, 1.1760, 2.2800], [-1.7796, 1.1348, 0.2101], [-3.2537, 0.1959, 0.1343], [-2.0070, -1.7978, 1.0283], [-1.8845, -2.3440, -1.2846], [-1.8556, -0.6231, -1.6912], [1.9968, -2.2114, -0.8377], [1.7717, -1.7474, 1.1221], [0.4524, -2.8979, 0.3307], [2.8134, 0.3459, 0.1817], [2.3186, 0.0523, -1.4868], [0.1480, 1.1410, -1.0197], [0.7321, 1.6226, 0.6016], [2.2573, 2.8390, -2.9068], [3.3055, -1.6871, 0.3780]]}



{"formula": "C7H15Cl2N5O2OsP", "method": "ωB97M-V with the def2-TZVPD basis set", "charge": 3, "spin_multiplicity": 5, "e_above_lowest_kcal_mol": 69.2, "orbital_gap_ev": [6.74, 3.53], "symbols": ["C", "C", "H", "H", "H", "O", "Cl", "Os", "P", "C", "C", "H", "H", "H", "C", "H", "H", "H", "H", "H", "H", "C", "O", "Cl", "N", "N", "N", "C", "N", "N", "H", "H", "H"], "positions_angstrom": [[0.8946, -3.6691, -1.2177], [0.3774, -2.3934, -0.8970], [0.2342, -4.5020, -1.3729], [1.6468, -3.9332, -0.3066], [1.5554, -3.4486, -2.1732], [-0.6162, -1.7260, -0.4911], [2.0838, -2.0071, -0.5120], [-0.4589, 1.4167, 0.4682], [-0.0433, 0.8949, -1.9240], [-1.6256, 1.4345, -2.7522], [1.1798, 2.1773, -2.4989], [1.4825, -0.7387, -3.0422], [0.4735, 0.0391, -4.2690], [-0.2148, -1.2396, -3.2859], [0.4629, -0.3892, -3.2514], [2.1263, 1.9426, -1.9803], [1.3795, 2.1787, -3.5809], [-1.5313, 1.6859, -3.8189], [-1.9801, 2.3131, -2.2104], [0.8305, 3.1614, -2.1738], [-2.3749, 0.6342, -2.6564], [-2.2340, 1.0768, 0.5753], [-3.3971, 0.8981, 0.6328], [0.5875, 3.4221, 0.9303], [-1.7225, -1.6241, 4.6932], [-0.8359, -0.9541, 3.8275], [0.5111, -1.1593, 3.9185], [0.9314, -0.6258, 2.7709], [-0.0855, -0.1042, 2.0045], [-1.2615, -0.5208, 2.6039], [-2.6361, -1.2183, 4.6044], [-1.3471, -1.6368, 5.6282], [1.9734, -0.6187, 2.4995]]}



{"formula": "C7H15ClFNO2S", "method": "ωB97M-V with the def2-TZVPD basis set", "smiles": "CCCCCCCN(Cl)S(=O)(=O)F", "orbital_gap_ev": 9.71, "symbols": ["C", "C", "C", "C", "C", "C", "C", "N", "Cl", "S", "O", "O", "F", "H", "H", "H", "H", "H", "H", "H", "H", "H", "H", "H", "H", "H", "H", "H"], "positions_angstrom": [[-3.5064, -0.4117, 2.0071], [-2.0578, -0.7404, 1.3072], [-0.7976, 0.1252, 1.9072], [0.6861, -0.4770, 1.5561], [0.7492, -1.4473, 0.2358], [0.2773, -0.7409, -1.1665], [1.5905, -0.2441, -2.0721], [2.0547, 1.0510, -1.4477], [3.6511, 0.9205, -0.7793], [1.8928, 2.4259, -2.5094], [0.7321, 2.3418, -3.5287], [3.1872, 2.8317, -3.2601], [1.5104, 3.7829, -1.4732], [-3.6905, -1.2140, 2.8538], [-3.5821, 0.7001, 2.3975], [-4.3807, -0.5534, 1.2256], [-1.8173, -1.8852, 1.3869], [-2.1566, -0.4407, 0.1654], [-0.8235, 1.2486, 1.5716], [-0.9382, 0.1285, 3.0927], [1.4989, 0.3969, 1.5355], [0.9991, -1.1542, 2.4865], [1.8848, -1.7798, 0.0770], [0.0808, -2.4141, 0.3906], [-0.4179, -1.4065, -1.8393], [-0.3213, 0.2643, -0.9387], [2.3885, -1.1268, -1.9765], [1.3064, -0.1815, -3.2050]]}



| no. | E (Eh) |
| --- | --- |
| 1 | -2676.34804 |
| 2 | -564.49186 |
| 3 | -3258.62593 |
| 4 | -2231.26504 |
| 5 | -4219.00049 |
| 6 | -680.75113 |
| 7 | -399.65943 |
| 8 | -1447.09302 |
| 9 | -2050.93997 |
| 10 | -1438.95904 |